{
  "formula": "C41H34N5O2P2RuS3",
  "method": "ωB97M-V with the def2-TZVPD basis set",
  "relative_energy_kj_mol": 179.95,
  "homo_lumo_gap_ev": [6.52, 5.17],
  "spin_multiplicity": 6,
  "total_charge": 0,
  "e_lumo_ev": [-0.006, -1.891],
  "homo_energy_ev": [-6.522, -7.063],
  "symbols": ["Ru", "S", "S", "S", "P", "P", "O", "O", "N", "N", "N", "N", "N", "C", "C", "C", "C", "C", "C", "C", "C", "C", "C", "C", "C", "C", "C", "C", "C", "C", "C", "C", "C", "C", "C", "C", "C", "C", "C", "C", "C", "C", "C", "C", "C", "C", "C", "C", "C", "C", "C", "C", "C", "C", "H", "H", "H", "H", "H", "H", "H", "H", "H", "H", "H", "H", "H", "H", "H", "H", "H", "H", "H", "H", "H", "H", "H", "H", "H", "H", "H", "H", "H", "H", "H", "H", "H", "H"],
  "positions_angstrom": [[1.469658, -0.794477, 0.715724], [3.483313, -0.985812, 2.070665], [4.642979, -0.466914, -1.269891], [0.628610, 1.893559, 3.461480], [2.679412, -0.142195, -1.221786], [-0.285092, 1.957622, 1.718446], [2.626002, -3.233927, -1.253752], [-0.701691, -3.788397, 1.784112], [3.335943, -1.658091, 4.630096], [1.047628, -3.036918, 0.423656], [1.321870, -1.411046, 3.598367], [-1.223500, -0.317162, 0.442003], [0.513439, -1.117377, 2.525088], [1.968721, 5.149662, 0.623727], [-3.667313, -1.605835, 0.355072], [-1.470834, -5.530246, -0.661825], [-4.326163, 2.138331, 0.986602], [-3.136983, -0.987963, -0.809926], [-2.097467, 2.086476, 1.916652], [0.715987, -1.393790, -5.228426], [0.025753, -1.588225, -4.040535], [-0.086172, -3.793228, 0.735134], [-4.864874, 2.072379, 2.264351], [1.993528, -0.844090, -5.200084], [-0.369815, -6.194892, -2.717253], [0.617445, -1.225851, -2.836514], [-4.023032, 2.021176, 3.366776], [1.893676, -0.674859, -2.803662], [-1.370612, -1.592535, 4.011888], [-2.950898, -1.587086, 1.512081], [2.643825, -1.354466, 3.505786], [-0.801047, -1.197987, 2.688965], [1.368061, 2.233343, -2.098923], [1.560793, 3.896865, 1.050137], [-0.259937, 5.636856, -0.117385], [-0.679688, 4.388495, 0.320959], [3.508547, 3.887502, -1.526520], [-1.671039, -0.994685, 1.582759], [0.689416, -4.655807, -1.266010], [2.583177, -0.489862, -3.994140], [-2.645249, 2.030986, 3.194027], [-1.954823, -0.336427, -0.714181], [1.314133, 3.577799, -2.442201], [3.555293, 2.546335, -1.170746], [0.227128, 3.512323, 0.915184], [-0.062913, 0.549964, 0.528875], [-2.950822, 2.137855, 0.813175], [1.060008, 6.023576, 0.045344], [-1.458528, -6.256595, -1.851745], [1.594096, -3.582835, -0.742907], [-0.375725, -4.733672, -0.398434], [0.731693, -5.390356, -2.431553], [2.397099, 4.403062, -2.176707], [2.503075, 1.694758, -1.490209], [-4.629965, -2.098641, 0.316961], [1.579341, -5.323100, -3.101993], [3.002511, 5.445543, 0.754826], [2.537488, -0.691605, -6.125153], [-2.538012, 2.165949, -0.188920], [2.369528, 5.446040, -2.471312], [4.326523, -1.488177, 4.574715], [-0.964395, -2.035375, -4.047820], [0.096997, -1.407818, -1.905855], [4.434326, 2.137615, -0.689688], [-2.440036, -1.407060, 4.045958], [-1.526129, 0.222061, -1.534486], [-4.437731, 1.970059, 4.366174], [-2.310227, -6.875492, -2.109258], [-1.723009, 4.125855, 0.232745], [0.438262, 3.974888, -2.943359], [4.353003, 4.531577, -1.307147], [-1.190377, -2.655272, 4.200205], [-5.939415, 2.054033, 2.397342], [1.383706, 7.002525, -0.286595], [0.528548, 1.589849, -2.337721], [-0.974581, 6.312927, -0.571275], [0.262826, -1.675402, -6.171838], [2.914040, -1.499668, 5.531690], [-4.976854, 2.187590, 0.121716], [-0.928008, -0.986832, 4.806289], [-2.307391, -5.575312, 0.025364], [-3.660703, -1.007352, -1.755351], [0.889928, -1.574004, 4.491229], [-1.981487, 1.995832, 4.049537], [2.265064, 3.224900, 1.522096], [-3.321393, -2.106251, 2.383201], [3.583973, -0.075086, -3.964433], [-0.382442, -6.780126, -3.629620]],
  "atomic_forces_ev_per_a": [[0.0, -1.2, -0.2], [-0.2, -0.1, -0.1], [-0.4, -0.2, 0.3], [0.0, -0.3, -0.2], [1.0, 1.1, -0.8], [-0.1, 0.5, -0.1], [0.3, 0.2, -0.2], [-0.2, 0.2, 0.1], [0.1, 0.2, 0.0], [-0.5, 0.2, -0.4], [-0.2, 0.1, -0.1], [-0.2, 0.3, -0.1], [-0.2, 0.3, 0.4], [-0.1, 0.1, 0.3], [0.0, 0.0, 0.0], [0.0, -0.1, 0.0], [0.0, 0.0, -0.1], [0.0, 0.0, 0.0], [0.0, -0.2, -0.1], [0.0, 0.0, 0.0], [0.0, 0.0, 0.0], [0.4, 0.0, 0.2], [0.0, 0.0, 0.0], [0.0, 0.0, 0.0], [0.1, 0.0, 0.0], [0.1, 0.0, 0.0], [0.0, 0.0, 0.0], [-0.3, -0.2, 0.4], [-0.1, -0.1, 0.0], [0.0, 0.0, 0.1], [0.1, 0.1, -0.1], [0.2, -0.1, 0.0], [0.1, 0.0, 0.1], [-0.1, 0.1, 0.1], [0.0, 0.0, 0.0], [0.1, 0.0, 0.0], [0.1, -0.1, -0.2], [0.2, 0.1, 0.0], [-0.1, 0.2, 0.0], [0.0, 0.0, -0.1], [0.0, 0.0, 0.0], [0.0, 0.0, 0.0], [0.0, -0.1, -0.1], [0.1, 0.1, -0.2], [0.0, 0.0, -0.1], [-0.1, -0.3, 0.5], [0.0, 0.0, 0.1], [-0.1, 0.1, 0.1], [-0.1, 0.0, 0.1], [0.1, -0.1, 0.1], [0.0, 0.1, 0.0], [0.0, 0.0, -0.1], [0.1, -0.1, -0.2], [-0.3, 0.0, 0.1], [0.1, 0.0, 0.0], [0.0, 0.0, 0.0], [-0.1, 0.0, 0.0], [0.0, 0.0, 0.0], [-0.1, 0.0, 0.0], [0.0, -0.1, 0.0], [0.0, 0.0, 0.0], [0.1, 0.0, 0.0], [-0.1, -0.1, 0.1], [0.0, 0.0, -0.1], [0.0, 0.0, 0.0], [0.1, 0.0, 0.0], [0.0, 0.0, 0.0], [0.1, 0.0, 0.0], [0.0, 0.0, 0.0], [0.0, 0.0, 0.0], [0.0, 0.0, 0.0], [0.0, 0.0, 0.0], [0.0, 0.0, 0.0], [0.0, 0.0, 0.0], [0.0, 0.0, 0.0], [0.0, 0.0, 0.0], [0.0, 0.0, 0.0], [0.0, -0.1, 0.0], [0.0, 0.0, 0.0], [0.0, 0.0, 0.0], [0.0, 0.0, 0.0], [0.0, 0.0, 0.1], [-0.1, -0.1, 0.1], [0.0, 0.0, 0.0], [0.0, 0.0, 0.0], [0.0, 0.0, 0.0], [0.0, 0.0, 0.0], [0.0, 0.0, 0.0]],
  "lowdin_spin": [2.490, 0.147, 0.002, 0.061, 0.033, 0.075, 0.011, 0.017, 0.027, 0.118, 0.018, 0.247, 0.218, 0.000, 0.108, 0.001, 0.002, 0.083, 0.006, 0.000, 0.001, 0.014, 0.002, 0.001, 0.001, 0.005, 0.000, 0.012, 0.017, 0.032, 0.050, 0.148, 0.010, 0.004, 0.000, 0.003, 0.001, 0.185, 0.004, 0.002, 0.003, 0.072, 0.002, 0.002, 0.011, 0.671, 0.005, 0.003, 0.001, 0.014, 0.004, 0.001, 0.002, 0.011, 0.005, 0.000, 0.000, 0.000, 0.002, 0.000, 0.003, 0.000, 0.004, 0.000, 0.000, 0.007, 0.000, 0.000, 0.000, 0.000, 0.000, 0.006, 0.000, 0.000, 0.004, 0.000, 0.000, 0.002, 0.000, 0.003, 0.000, 0.004, 0.000, 0.001, 0.000, 0.000, 0.000, 0.000]
}